C3H5N3 | the ωB97M-V functional and the def2-TZVPD basis

Properties
LUMO level: 0.0295 Eh
largest force on an atom: 0.022 Eh/bohr
HOMO: -9.169 eV
molar mass: 83.09 g/mol
ΔE to the lowest compared entry with this formula, charge and spin: 81.9 kcal per mole

CARTESIAN COORDINATES (ANGSTROEM)
C -2.05748 -0.62681 0.10853
C -1.13967 -0.89927 -0.99574
N -0.40320 -1.08765 -1.86768
N 3.02676 0.17628 0.93189
N 2.04537 0.73233 0.42587
C 0.99054 1.16995 0.07030
H -1.52843 -0.07473 0.89068
H -2.89693 -0.02426 -0.24805
H -2.44181 -1.56258 0.52161
H 3.74540 0.88275 1.11115
H 0.65944 1.31399 -0.94856